1.
120
Properties=species:S:1:pos:R:3:mulliken_spin:R:1 method="wB97M-V/def2-TZVPD" lumo_energy_ev="1.2 / 1.1" total_energy_ev=-83198.2581 orbital_gap_ev="1.79 / 9.22" largest_force_ev_per_a=2.41 de_lowest_kcal_mol=45.8 charge=-1 multiplicity=2
H 2.054 -3.902 -3.736 -0.0041
O -1.865 4.414 -3.428 0.0456
H 2.916 -3.145 3.994 0.0016
H 0.115 5.281 -0.556 -0.0053
H 2.902 4.876 -0.373 0.4814
O 4.311 -3.730 -0.371 -0.0138
H 0.294 1.182 -6.459 0.0018
H 3.012 0.518 -1.204 -0.0064
O -1.257 3.953 1.764 -0.0862
H -3.270 3.566 5.055 -0.0016
H 5.510 1.679 -1.225 0.0528
O 3.265 2.509 -2.300 0.2022
H -1.632 4.515 -2.493 0.0219
H -2.048 0.625 3.215 -0.0149
H 2.194 -2.433 -3.871 0.0029
H -0.203 -4.048 -0.838 0.0002
H 2.401 2.859 -2.593 -0.0268
H -3.912 1.609 -1.570 0.0045
O 0.044 -3.668 2.634 0.0004
O 2.163 -3.856 1.111 0.0157
O 3.531 4.171 -0.157 -2.0016
O 1.833 4.021 -4.123 -0.0101
H -3.947 -1.433 -0.883 0.0000
H 4.849 3.068 1.941 0.0359
H 1.419 -2.187 -0.692 -0.0087
O -3.570 1.983 0.847 -0.0253
H 2.027 -0.948 2.563 -0.0121
O -2.177 1.551 3.006 0.0829
H 1.547 0.805 -4.333 0.0135
O 0.730 0.311 -6.409 -0.0020
H 4.591 -2.969 1.574 -0.0022
O -0.703 0.109 -3.215 -0.0071
H -2.102 2.142 3.783 0.0044
H -3.343 -0.428 -3.922 0.0013
O -4.569 2.272 -1.791 0.0032
H -5.425 0.367 2.761 0.0011
O -6.363 0.410 3.022 0.0021
O 1.664 -0.122 -4.108 -0.0027
O -1.924 1.975 -1.259 0.1533
H -4.730 3.014 2.666 0.0029
H 0.129 -1.372 -0.153 -0.0370
O -2.827 -1.025 -4.461 -0.0027
H 4.576 2.004 2.961 -0.0062
H 2.262 3.063 0.527 -0.0245
O 3.371 -0.350 -0.931 0.0424
H 0.322 -5.020 0.390 -0.0010
H 6.225 -1.281 -1.332 -0.0009
O 6.566 -2.181 -1.272 0.0066
O -2.978 2.661 5.218 0.0142
H 5.851 -2.734 -0.959 0.0020
H 3.528 3.280 -1.740 0.1189
H -2.997 -4.436 2.117 0.0000
H -0.076 -0.173 -6.638 -0.0009
H 2.522 -0.353 1.170 -0.0002
H 1.477 3.854 -4.991 0.0223
H -0.501 3.433 1.454 0.0218
H 4.759 -4.539 -0.635 0.0025
H 5.296 -3.266 2.753 0.0051
H -0.193 -3.967 3.515 0.0016
H -2.192 -2.709 -1.780 -0.0023
H -1.469 -1.468 -1.782 -0.0043
H -0.447 0.789 -2.591 0.0133
O -2.103 -0.220 5.975 0.0061
H -0.338 2.321 6.150 0.0032
H -2.017 -1.045 -3.924 -0.0054
O 2.281 -3.132 -3.208 0.0154
H 4.427 4.502 -0.085 0.6854
O -2.795 -5.976 0.025 0.0010
O -4.330 -1.710 -0.044 0.0032
H -1.971 2.915 -1.098 -0.0304
O -4.722 3.646 3.408 0.0035
H -2.633 -6.243 0.926 -0.0008
O -2.104 -1.923 -1.210 0.0114
H 2.749 4.235 -3.942 0.0014
O -2.402 -3.731 2.355 0.0023
O 5.600 0.868 -1.722 -0.0337
H -6.336 -0.542 3.199 -0.0007
O 0.474 2.837 6.100 0.0067
H -1.860 1.701 -5.164 -0.0034
H -2.574 -1.026 5.734 -0.0019
O 1.427 2.556 0.555 0.8530
H -1.598 3.065 -4.376 0.0002
O 5.201 2.228 2.262 0.0323
O -2.554 -1.112 2.318 0.0035
O -0.395 -4.676 -0.137 0.0204
H -1.710 3.353 2.361 0.0404
O 3.064 -2.910 4.920 -0.0030
H -5.002 -2.380 -0.165 -0.0010
O -1.271 2.455 -5.084 0.0062
O -1.533 -4.252 -2.831 0.0006
H -1.838 -1.091 1.673 -0.0034
H -1.673 5.003 -4.144 -0.0054
H 1.944 -3.440 1.945 -0.0013
H 0.573 2.900 5.142 0.0001
H 4.868 0.239 -1.749 -0.0234
H -1.393 -5.147 -2.521 0.0008
O 2.112 -0.168 2.014 0.0547
H -4.871 2.583 -0.935 -0.0011
H 1.764 1.914 1.202 0.0742
H -2.637 2.470 6.095 -0.0009
O 4.409 -3.422 2.413 -0.0072
H -2.074 1.474 -0.457 -0.0081
H 0.780 -4.234 2.425 0.0007
H 2.729 -0.995 -1.256 0.0511
H -2.719 0.470 5.708 -0.0003
H 0.185 -0.264 -3.445 -0.0062
H 3.929 -2.492 4.872 -0.0033
H 3.131 -3.837 1.013 -0.0012
H -2.467 -4.286 -3.051 -0.0008
O -0.702 4.902 -0.904 -0.0677
O 0.718 -1.566 -0.883 0.1600
H -4.726 2.828 3.946 -0.0013
H 3.698 -3.485 -1.077 0.0065
H -3.673 1.150 1.322 0.0083
H -1.634 -3.562 1.783 0.0008
H -0.923 4.180 -0.295 0.0920
H -3.279 -1.328 1.726 -0.0014
H -2.938 2.453 1.432 -0.0057
H 1.648 -0.631 -4.915 0.0013
H -1.905 -5.778 -0.324 0.0009


2.
142
Properties=species:S:1:pos:R:3:lowdin_charge:R:1 method="wB97M-V/def2-TZVPD" lumo_energy_ev=-2.8 total_energy_ev=-100202.7448 orbital_gap_ev=4.94 largest_force_ev_per_a=17.34 charge=+1 multiplicity=1
H -1.362 -2.789 -7.271 0.0800
H 2.235 6.928 5.658 0.0751
C -3.451 3.638 0.534 -0.1243
H -2.150 3.050 -4.226 0.1263
H -1.816 3.968 2.089 0.1072
N 4.872 -0.069 4.328 0.1062
H 5.002 2.486 -2.937 0.0862
H 3.283 2.317 -0.064 0.1239
H 4.622 0.707 -4.225 0.1341
C 1.168 -1.208 -2.254 -0.2991
C 1.142 1.121 -1.389 0.0005
C 7.609 -0.381 3.949 -0.0633
C -2.766 -4.557 4.752 -0.0853
H -4.020 9.599 -4.446 0.0814
H -3.537 5.328 -2.450 0.0912
H -4.181 3.756 1.471 0.0924
C -2.914 -2.700 -2.771 -0.0963
H 2.992 -7.855 4.735 0.0808
H 4.111 3.297 2.280 0.0971
H 3.752 -4.428 1.489 0.0073
H -3.808 4.463 -0.236 0.0737
C -1.884 4.006 0.898 -0.1956
C -2.966 -0.418 -3.450 -0.1079
N 1.394 0.161 -0.252 -0.0030
H -3.570 0.513 -3.899 0.0988
H -6.204 -4.473 0.573 0.0529
H 4.388 -0.447 -2.759 0.0991
H -5.229 -4.642 -0.908 0.0633
H 8.031 0.528 3.513 0.0797
N 0.655 2.437 -1.399 -0.0591
C 1.112 -4.333 0.267 -0.2893
H -2.587 -3.479 4.747 0.0718
C -0.543 -1.850 -9.028 -0.2099
H -1.569 2.122 -0.503 0.1154
H 1.107 1.303 1.557 0.0945
H 4.261 -4.206 -0.316 0.0687
C 0.396 6.516 6.702 -0.1998
C -0.985 2.701 0.363 -0.1738
H 4.729 -1.571 1.209 0.1042
C 2.290 -7.420 4.018 -0.0630
N 3.119 -4.860 3.315 0.0981
C -2.266 3.415 -3.099 -0.1675
H -1.235 -1.016 -7.166 0.0719
H 1.197 -4.752 1.379 0.0485
C 0.420 3.239 -2.669 -0.1198
H 0.510 4.119 -0.256 0.1396
H 7.799 -1.221 3.275 0.0784
H -0.520 3.739 4.825 0.0630
H 1.653 8.265 6.680 0.0795
H 2.241 -0.152 1.837 0.1128
C -5.597 2.978 -3.557 -0.1353
H -6.063 1.967 -3.128 0.1091
C 6.113 -0.210 4.157 -0.1780
H -6.536 3.678 -3.791 0.1111
H 5.523 -3.839 1.159 0.0802
C 3.240 -1.611 -0.511 -0.1603
H -3.606 2.538 0.152 0.0874
C -5.003 -7.455 2.694 0.0004
C -0.893 4.214 -2.654 -0.1680
H 3.791 -0.563 -0.668 0.1071
N 4.488 1.769 -2.343 -0.0425
H 2.362 -0.030 -4.594 0.1362
N -3.237 -5.562 1.580 0.0014
H 2.249 -8.056 3.129 0.0782
H -1.075 4.801 -1.659 0.0895
C 1.968 0.656 1.037 -0.1356
H -0.554 -2.721 2.677 0.0582
C 3.039 2.796 2.146 -0.0919
C 4.041 0.580 -3.189 -0.2360
H -2.461 2.450 -2.465 0.0873
C -1.419 -0.142 -3.142 0.0043
C -0.741 -1.924 -7.523 -0.0894
H -6.691 -7.944 3.940 0.0787
H 4.607 0.895 2.253 0.0540
H -0.949 1.962 1.268 0.1140
O 3.200 -2.444 -3.921 -0.3245
C 0.113 -1.929 2.106 -0.3166
H 0.365 2.610 -3.650 0.1180
H -3.744 -4.754 5.202 0.0751
C -5.952 -8.462 3.322 -0.0541
H -3.942 4.546 -4.169 0.1236
H -3.482 -3.738 -2.597 0.1099
H 3.693 -2.305 -1.364 0.1151
H -6.472 -9.022 2.540 0.0803
H 0.941 3.809 5.840 0.0589
H -0.721 5.043 -3.495 0.1249
C 2.743 -6.021 3.634 -0.1566
H 0.226 -2.023 -7.023 0.0477
N -0.777 -5.843 6.209 0.0775
H 1.369 3.949 -2.784 0.1506
H -4.202 8.155 -5.471 0.0802
O 4.562 1.031 1.244 -0.1545
H 1.296 -7.379 4.473 0.0631
H -5.047 -3.198 0.118 0.0579
H 5.269 1.364 -1.745 0.0849
H -5.177 8.324 -3.991 0.0810
C -3.630 4.324 -3.047 -0.2101
H -5.392 -9.162 3.948 0.0818
C 0.714 1.976 4.731 -0.1607
H -2.769 -4.923 3.721 0.0234
F 0.740 -2.425 -4.849 -0.2379
C -0.473 -1.338 -2.570 -0.1049
C -1.679 -5.260 5.548 -0.2020
H 8.098 -0.576 4.908 0.0806
C -5.226 -4.276 0.123 -0.1047
C -1.350 -2.707 -2.423 -0.0142
H 2.036 -4.584 -0.402 0.0424
C -3.112 7.818 -3.644 -0.1729
N 1.465 0.235 -2.568 -0.0551
C -4.139 -4.979 0.919 -0.2173
C 2.434 0.640 -3.607 -0.1509
H -5.003 2.671 -4.523 0.0949
S 1.745 -2.574 -3.431 0.9044
N 1.195 0.993 4.105 0.1172
H 2.399 6.832 7.428 0.0793
H -0.960 0.919 -3.350 0.0608
N -2.210 7.235 -2.984 0.1028
H 2.315 1.750 -4.035 0.1317
N -0.378 -1.788 -10.276 0.0841
C 1.761 7.179 6.611 -0.0741
O 1.572 -4.008 -2.896 -0.3029
P 0.597 -2.518 0.381 0.9349
C 0.134 3.162 5.485 -0.0809
N -4.215 -6.619 2.174 0.0197
O -4.754 3.524 -2.479 -0.2873
H 3.056 -2.172 1.806 0.0804
C 3.249 1.680 0.916 -0.3093
C -4.200 8.520 -4.441 -0.0628
H 1.068 -1.722 2.792 0.0382
N -0.736 5.967 6.777 0.0990
C 1.640 -1.313 -0.644 -0.4057
H -0.851 -3.701 -2.025 0.0853
H 0.195 -4.933 -0.207 0.0569
H -1.511 5.027 0.465 0.1032
H 2.289 3.655 1.851 0.0705
N -3.812 -1.629 -3.281 0.0142
N 0.350 3.093 -0.217 -0.0295
C 4.426 -3.768 0.757 -0.1334
H 2.703 2.270 3.163 0.0480
C 3.782 -2.229 0.892 -0.2289
H -0.506 -0.910 2.142 0.0594
H -0.445 2.811 6.343 0.0837


- The highest multiplicity belongs to which entry?
  H80O40


- Look up the multiplicity of the first one.
  2


- Which of these has the highest multiplicity?
  H80O40